The following is a quantum chemistry calculation of a molecular structure, C39H40BrGeN6O6S3V, from OMol25.

The geometry in XYZ format:
```
97
Properties=species:S:1:pos:R:3:forces:R:3:lowdin_charge:R:1
Br -2.935 -1.118 -4.179 0.0 0.0 -0.1 0.82
Ge -1.466 -2.722 2.406 0.0 -0.1 0.1 1.03
V -1.645 -0.144 -0.130 0.3 0.2 -0.2 0.56
S 1.511 2.284 -3.552 0.0 0.1 0.2 0.63
S 0.106 0.069 1.450 0.0 0.0 -0.3 0.70
S -2.939 1.128 1.300 0.0 -0.1 0.1 0.74
O -4.182 -2.202 1.881 -0.1 -0.1 0.0 0.08
O -3.286 1.095 -1.793 -0.1 0.1 -0.1 -0.03
O -1.155 1.315 -1.317 0.1 -0.2 -0.1 -0.20
O -2.237 -2.071 0.773 -0.1 0.3 0.3 -0.29
O 2.450 2.348 -4.638 0.0 -0.1 -0.1 -0.30
O 0.983 1.007 -3.149 0.1 0.1 -0.1 -0.30
N 1.476 -2.444 -2.102 -0.1 0.2 0.2 -0.06
N -0.228 -1.445 -1.268 0.1 0.0 0.0 -0.03
N -0.627 -2.336 -2.199 -0.2 -0.1 0.1 0.00
N 0.375 -2.937 -2.692 0.1 -0.1 -0.2 0.09
N -3.457 -1.599 -1.517 0.0 0.2 0.3 0.08
N 0.322 3.344 -3.942 0.1 -0.2 0.0 -0.14
C 2.635 -3.757 1.825 0.0 0.0 0.0 -0.09
C 2.795 -2.957 -2.473 -0.2 -0.1 0.0 -0.11
C -3.045 -0.648 5.692 0.0 0.0 0.0 -0.07
C -5.421 -1.438 -2.865 0.0 0.0 0.0 -0.08
C -1.802 1.734 2.503 0.0 0.0 0.0 -0.63
C -0.692 -0.193 5.694 0.0 -0.1 0.1 -0.09
C 1.257 -5.271 0.575 0.0 0.0 0.0 -0.09
C 3.577 -2.049 -3.414 0.1 -0.1 0.0 -0.40
C -2.246 2.669 3.438 0.0 0.0 0.1 -0.12
C -1.998 2.580 -3.175 -0.3 0.1 0.1 -0.07
C 3.953 4.860 1.336 0.0 0.1 0.1 -0.05
C 2.510 -4.880 1.018 0.1 0.1 -0.1 -0.10
C -0.464 1.325 2.536 -0.1 0.0 -0.1 -0.65
C -4.250 -1.796 -0.460 -0.2 0.0 0.1 -0.19
C 1.508 -3.045 2.208 0.0 0.1 0.1 -0.12
C 2.214 3.042 -2.126 0.0 0.0 0.0 -0.28
C -0.045 2.815 4.389 0.0 0.1 0.0 -0.11
C -0.825 3.561 -3.063 0.0 0.1 0.0 -0.19
C -5.632 -1.795 -0.513 0.0 0.0 -0.2 0.03
C 2.840 -1.843 -4.733 0.0 0.0 0.0 -0.06
C 0.235 -3.449 1.809 0.1 0.0 -0.1 -0.30
C -1.647 -1.569 3.948 0.0 0.0 0.1 -0.29
C -6.226 -1.612 -1.757 0.1 0.0 0.1 -0.03
C 3.940 -0.728 -2.754 0.1 0.1 0.1 -0.06
C -0.548 -0.951 4.543 0.0 -0.1 0.0 -0.14
C 1.085 -1.526 -1.217 0.1 0.0 -0.1 -0.13
C -2.898 -1.417 4.548 -0.1 -0.1 -0.1 -0.10
C -3.578 -2.031 0.858 -0.1 -0.1 -0.3 -0.57
C -2.198 1.614 -2.026 0.2 0.0 0.1 -0.64
C 3.268 3.931 -2.280 0.1 0.0 0.0 -0.04
C 0.403 1.877 3.476 0.1 0.1 0.0 -0.16
C 3.827 4.515 -1.156 0.0 0.0 0.0 -0.03
C 3.337 4.234 0.118 0.0 0.0 0.0 -0.26
C 0.133 -4.566 0.979 -0.1 -0.1 0.0 -0.13
C -1.944 -0.033 6.266 0.0 0.0 0.0 -0.08
C 2.270 3.350 0.245 0.0 0.0 0.0 -0.01
C 1.706 2.749 -0.869 0.0 -0.1 0.0 -0.05
C -4.043 -1.425 -2.678 0.0 0.0 -0.1 -0.72
C -1.380 3.205 4.375 0.0 0.0 0.0 -0.10
H 3.612 -3.440 2.169 0.0 0.0 0.0 0.10
H 3.057 -0.110 -2.611 -0.1 0.1 0.0 0.04
H 4.505 -2.598 -3.614 -0.1 0.0 0.0 0.14
H 0.161 3.360 -4.940 0.0 0.0 0.0 0.12
H 0.869 2.071 -0.765 0.0 -0.1 0.0 0.07
H 0.172 0.289 6.131 0.0 0.0 0.0 0.11
H 3.337 -3.148 -1.549 0.1 0.0 0.1 0.12
H -0.842 -4.911 0.651 0.0 0.0 0.0 0.10
H 1.438 1.553 3.491 0.0 0.0 0.0 0.10
H -1.744 3.931 5.090 0.0 0.0 0.0 0.10
H 4.655 5.203 -1.269 0.0 0.0 0.0 0.11
H -2.934 3.131 -3.283 0.0 -0.1 0.0 0.12
H 2.622 -2.794 -5.222 0.0 0.0 0.0 0.08
H 1.638 -2.169 2.828 0.0 0.0 0.0 0.07
H 3.652 4.145 -3.268 0.0 0.0 0.0 0.11
H -1.179 4.568 -3.289 0.0 0.0 0.0 0.12
H 3.388 -5.447 0.736 0.0 0.0 0.0 0.10
H 0.431 -1.018 4.091 0.0 0.0 0.0 0.07
H -6.199 -1.930 0.394 0.0 0.0 0.0 0.13
H -0.445 3.593 -2.043 -0.1 0.0 0.0 0.11
H -5.831 -1.301 -3.854 0.0 0.0 0.0 0.10
H 1.898 -1.317 -4.579 0.0 0.1 0.0 0.07
H 1.861 3.123 1.222 0.0 0.0 0.0 0.11
H -2.368 -3.959 2.531 0.0 0.0 0.0 0.04
H 3.441 -1.239 -5.413 0.0 0.0 0.0 0.08
H 1.150 -6.137 -0.065 0.0 0.0 0.0 0.10
H 2.582 -3.913 -2.951 0.1 0.0 0.0 0.13
H 4.418 -0.871 -1.781 0.0 -0.1 0.0 0.08
H -3.284 2.978 3.419 0.0 0.0 0.0 0.10
H -4.026 -0.525 6.132 0.0 0.0 0.0 0.10
H 4.624 -0.159 -3.385 0.0 0.0 0.0 0.09
H 4.510 5.761 1.082 0.0 0.0 0.0 0.08
H 0.640 3.236 5.114 0.0 0.0 0.0 0.10
H -2.062 0.577 7.153 0.0 0.0 0.0 0.10
H 1.730 -0.953 -0.575 0.0 0.0 0.0 0.12
H -3.768 -1.884 4.111 0.0 0.0 0.0 0.09
H 4.644 4.168 1.821 0.0 0.0 0.0 0.09
H 3.189 5.125 2.067 0.0 0.0 0.0 0.08
H -7.303 -1.603 -1.858 0.0 0.0 0.0 0.12
H -1.913 1.958 -4.071 0.1 0.0 0.0 0.11
```
Positions in Å, forces in eV/Å.

Properties
* gap between HOMO and LUMO (spin up / spin down): 7.20 / 7.14 eV
* E_HOMO (spin up / spin down): -7.33 / -7.31 eV
* E: -9079.77854 Eh
* multiplicity: 3
* E_LUMO (spin up / spin down): -0.00490 / -0.00623 hartree
* charge: 0
* max |F|: 0.008 hartree/bohr